[1]
A molecular structure, C52H52N5O2PW. Source: the Open Molecules 2025 dataset; level of theory: ωB97M-V/def2-TZVPD.

Values from the calculation:
* LUMO energy (spin up / spin down): -0.0524 / -0.0656 hartree
* energy above the lowest of the compared OMol25 structures with the same formula, charge and spin: 21.51 kcal per mole
* orbital gap (spin up / spin down): 6.06 / 6.07 eV
* net charge: 0
* 2S+1: 1
* E_HOMO (spin up / spin down): -7.489 / -7.855 eV

```
113
Properties=species:S:1:pos:R:3:forces:R:3:mulliken_charge:R:1
W -1.2146 0.1563 -0.9627 -0.09 -0.34 -0.24 1.02
H -2.4101 3.1958 3.8811 0.00 0.00 0.01 0.39
C -1.2869 3.1420 -1.9967 0.06 0.07 -0.01 0.58
H -2.7567 3.3814 0.6531 0.00 0.00 0.00 0.28
C 1.4741 -0.1917 2.5736 0.02 0.01 0.02 0.36
H 4.1914 3.3210 -0.3912 0.00 0.00 0.01 0.36
C 4.1263 -0.4520 0.1018 0.02 0.00 -0.01 0.39
H -0.1523 4.0082 3.3762 -0.01 0.00 0.00 0.41
P -1.6943 -2.1187 -1.2250 0.14 0.26 -0.02 0.39
C 3.3118 2.9947 0.1692 0.01 0.00 -0.01 -1.47
H 1.2851 2.4027 -0.1977 0.00 0.00 0.02 -1.14
C -0.7533 -2.7598 2.3831 0.01 0.01 0.01 -1.59
C -2.7390 4.8533 -2.2297 0.07 0.05 0.03 0.48
C -3.2350 0.7585 -0.5283 0.07 -0.05 0.13 1.04
C 5.2635 -0.5955 0.9377 0.00 -0.01 0.00 -1.34
H 6.2351 -0.6968 0.4719 0.00 0.00 0.00 0.46
C -5.9470 1.5686 -0.4810 -0.01 0.01 0.00 -0.72
H -3.3168 -3.6617 2.1805 0.00 0.00 0.00 0.50
H 2.1953 -0.1810 5.8619 0.00 0.00 0.00 0.48
C 0.7553 -5.9830 -0.7871 0.00 0.00 0.01 -0.67
O -2.2082 -0.7322 -4.8202 0.02 -0.03 -0.01 -0.63
C 0.6576 -0.1140 1.3529 -0.01 0.01 -0.06 0.57
H 3.0681 3.7780 0.8899 0.00 0.00 0.00 0.43
H 4.3580 1.6546 -4.6811 0.00 0.00 0.00 0.40
H -3.6890 -0.0452 1.4221 0.01 0.03 0.00 0.63
H -6.0011 0.6624 1.4641 0.00 0.00 0.00 0.48
C -3.8296 1.4437 -1.6098 0.04 0.01 0.01 -0.90
C 1.2741 -4.7792 -0.3320 -0.01 0.00 0.01 -1.07
H 6.0693 -0.6836 2.9095 0.00 0.00 0.00 0.46
H 0.1255 -2.5345 2.9886 -0.01 0.00 -0.01 0.41
C 1.5198 -0.1388 0.2335 -0.08 0.00 0.04 0.14
C -2.4395 -2.1293 -2.8912 -0.06 0.00 0.01 -0.82
H 0.6901 4.2727 1.8480 0.00 0.00 0.00 0.44
C -2.3030 2.1411 3.6622 0.01 -0.01 -0.02 -0.73
C -1.4364 0.3853 2.2620 -0.04 0.01 0.00 -0.90
N 0.9525 0.0653 -0.9363 0.03 -0.03 -0.10 0.66
C 0.5537 -3.6066 -0.4897 -0.01 -0.02 -0.01 -0.02
C 2.4282 1.7823 -1.8857 -0.03 0.01 0.00 1.27
C 1.2582 -0.1245 3.9239 0.00 0.00 0.01 0.42
C -5.1592 1.8389 -1.5877 -0.01 0.00 0.00 -1.12
H 0.2688 0.0101 4.3402 0.00 0.00 0.00 0.51
H -1.4725 4.5942 0.5599 0.00 0.00 0.00 0.44
C 2.1499 -0.3483 -3.0571 0.00 -0.01 0.02 0.44
C -0.9280 2.8414 1.7055 0.00 -0.02 0.01 1.78
H 1.8421 -2.1802 -5.2810 0.00 0.01 0.00 0.48
H -5.5657 2.3822 -2.4307 0.00 0.00 -0.01 0.43
H -3.4639 1.5107 5.3517 0.00 0.00 0.00 0.41
C -2.0115 -2.1113 2.9384 0.00 0.01 -0.01 0.57
C 1.8437 0.5053 -1.9931 0.04 0.00 -0.01 -1.10
C 2.6927 -2.7679 -2.7889 0.01 0.00 0.00 -1.68
H 0.9732 2.7876 2.7698 0.00 0.01 0.00 0.29
H 3.0627 -2.6102 -1.7732 0.00 0.00 0.00 0.32
C 1.0426 -2.0664 -4.5460 0.00 -0.02 0.00 -2.07
H 3.3086 -0.5681 -4.8413 0.00 0.00 0.00 0.37
C 2.1249 2.7810 -0.7777 0.00 0.00 0.00 1.80
H -3.2127 -2.2512 1.1232 0.00 0.00 0.01 0.23
H -0.4933 2.3820 0.8232 0.00 0.00 -0.01 -1.23
H -3.5269 -2.0480 -2.8225 -0.01 -0.01 -0.01 0.40
C 3.0588 0.0872 -4.0164 -0.01 -0.01 0.00 0.06
H -2.2066 -3.0106 -3.4864 0.01 -0.01 0.01 0.60
C -1.9760 -0.8858 -3.6574 0.08 0.02 -0.04 0.23
C 3.3312 2.1651 -2.8705 0.02 0.00 0.00 -0.20
C -4.0698 0.4839 0.5633 -0.01 0.01 -0.02 0.34
H 0.9781 -2.6695 -0.1510 0.01 0.01 -0.02 0.27
H -0.9004 -6.9451 -1.7582 0.00 0.00 0.00 0.41
H -6.9791 1.8936 -0.4536 0.00 0.00 0.00 0.39
C 2.3740 -0.2331 4.7957 -0.01 0.00 0.01 -1.08
N -0.8811 2.1455 -1.5245 0.02 0.07 0.09 0.03
C -0.4900 -6.0099 -1.4002 -0.01 0.00 0.00 -0.77
H 4.4779 -0.4765 5.0406 0.00 0.00 0.00 0.43
C 2.8083 -0.3420 2.1082 0.00 0.01 0.00 -0.57
H -3.2532 1.6791 -2.4958 -0.02 0.00 -0.01 0.84
H 0.4938 -3.0112 -4.5225 0.00 0.00 0.00 0.39
H 0.3723 -1.2839 -4.8985 -0.02 0.01 0.00 0.39
C -2.7352 -0.1393 4.1971 -0.01 0.00 0.03 -0.76
C 1.7175 4.1406 -1.3585 0.00 0.01 -0.01 -1.97
H 2.5914 4.6878 -1.7185 0.01 -0.01 0.00 0.56
H -2.1967 -4.8774 -2.0124 0.00 0.01 0.00 0.49
C -2.8922 1.2022 4.4859 0.00 0.00 0.00 -1.71
H 3.7894 3.1442 -2.8084 0.00 0.00 0.00 0.39
C 0.2130 3.5144 2.4728 0.01 -0.01 0.01 -1.65
C -1.9536 3.8635 1.2137 0.00 -0.01 0.01 -1.75
N -0.6318 0.0712 1.0873 -0.04 0.05 0.13 0.44
C -3.2525 -2.5716 2.1649 0.00 -0.02 0.01 -1.56
H 1.0203 4.0501 -2.1880 0.02 0.00 0.01 0.44
H 0.7944 -1.8496 -2.4361 -0.01 0.01 -0.01 -2.25
H 1.2504 4.7532 -0.5841 -0.01 0.00 0.00 0.28
C -5.3965 0.8842 0.5929 0.00 -0.01 -0.01 -1.21
C 5.1738 -0.5895 2.3071 0.00 0.00 0.00 -0.91
C -1.5704 1.7546 2.5473 -0.02 0.02 -0.01 1.79
C -2.0075 -0.5913 3.0954 0.01 0.00 0.00 0.54
C 3.9118 -0.4525 2.9435 0.00 0.00 0.01 1.00
H -2.4049 4.4139 2.0415 0.00 0.01 -0.01 0.32
C 3.6560 -0.3978 4.3396 0.00 0.00 0.00 -1.20
H -2.1269 -2.4862 3.9598 0.00 0.00 0.00 0.58
H 1.3200 -6.8982 -0.6660 0.00 0.00 0.00 0.41
H 2.2498 -4.7472 0.1366 0.00 0.00 0.00 0.50
H 2.3086 -3.7875 -2.8551 0.00 0.01 0.00 0.38
H -0.5616 -2.4336 1.3676 -0.02 0.00 0.01 -0.22
N -1.5986 4.2397 -2.5351 -0.11 -0.08 0.02 -0.86
C -1.2179 -4.8398 -1.5491 0.01 -0.01 -0.02 -1.08
H 3.5816 2.0980 0.7236 -0.01 0.01 0.00 0.16
H 4.2459 -0.4187 -0.9740 0.00 0.00 0.00 0.70
C -0.7011 -3.6238 -1.0982 -0.02 -0.03 0.05 1.58
H -3.1901 -0.8794 4.8457 0.00 0.00 0.00 0.44
C 2.9009 -0.3205 0.6954 0.02 -0.01 -0.01 -0.14
C 3.6516 1.3315 -3.9273 0.00 0.00 0.01 -1.51
C 1.6048 -1.7556 -3.1581 -0.01 0.01 0.00 3.01
O -1.3294 0.0448 -2.9293 -0.08 -0.01 -0.01 -0.54
N -3.7037 5.4460 -1.9997 -0.01 -0.02 -0.04 -0.61
H -4.1649 -2.1680 2.6077 0.00 -0.01 0.00 0.39
H -0.8796 -3.8440 2.3584 0.00 0.00 0.01 0.63
H 3.5401 -2.6763 -3.4727 0.00 0.00 0.00 0.39
```
Positions in Å, forces in eV/Å.

[2]
A molecular structure, C52H53Cl2Ge2I2N3O3S4Tc. Source: the Open Molecules 2025 dataset; level of theory: ωB97M-V/def2-TZVPD.

Values from the calculation:
* LUMO energy (spin up / spin down): 0.1337 / 0.1221 hartree
* energy above the lowest of the compared OMol25 structures with the same formula, charge and spin: 0.00 kcal per mole
* <S²>: 3.80
* orbital gap (spin up / spin down): 7.00 / 6.68 eV
* net charge: -2
* 2S+1: 4
* E_HOMO (spin up / spin down): -3.358 / -3.362 eV

```
122
Properties=species:S:1:pos:R:3:forces:R:3:mulliken_spin:R:1
H -3.5846 0.3271 4.2102 0.03 -0.01 0.00 0.00
H 6.0386 1.3802 -2.5653 0.04 0.03 -0.02 0.00
C -0.8886 0.4940 4.0524 -0.03 0.05 0.04 0.00
H 2.2961 -5.6964 0.5485 0.01 0.02 0.00 0.00
H 3.1827 -4.1857 2.6401 -0.06 0.02 0.02 0.00
H 1.6954 4.9519 -0.8101 -0.04 -0.01 0.04 0.00
O -2.5121 4.1837 -4.7966 0.02 -0.13 0.08 0.02
C 6.9585 -2.8681 -0.9691 -0.08 0.03 0.04 0.00
C 3.0671 -3.1888 2.2044 0.02 -0.05 -0.15 0.00
S 1.6401 0.1895 -0.7761 -0.31 -0.02 0.31 0.01
H -5.9074 2.2967 4.6255 0.00 0.04 0.04 0.00
H -4.9883 -1.8377 1.3548 0.05 -0.07 -0.07 0.00
C 4.3925 3.6531 -1.0275 -0.03 0.02 0.02 0.00
H -0.2728 0.1172 3.2339 0.02 -0.01 0.06 0.00
Tc -1.8728 0.2493 -3.9869 0.67 0.57 -0.43 2.73
H 7.4627 -3.7925 -0.6753 0.03 0.01 -0.03 0.00
C -5.6783 1.9411 3.6164 0.07 0.02 0.16 0.00
Cl -4.4450 3.4592 -7.3391 -0.08 -0.04 -0.04 0.00
H -6.3090 2.4819 2.9113 -0.01 -0.07 0.01 0.00
H 3.6054 -2.4864 2.8339 0.12 0.12 0.06 0.00
H 7.3951 -2.0588 -0.3821 -0.01 0.03 0.00 0.00
Cl -1.6797 4.3076 -7.7006 0.03 0.01 -0.04 0.00
H 0.6638 1.0026 -3.2219 -0.08 -0.16 0.10 0.01
H -1.9663 -5.7487 0.5584 0.00 0.01 0.02 0.00
S -0.5627 3.2413 -1.0076 0.08 -0.11 -0.02 0.01
H -7.1858 -2.5302 -0.2145 -0.03 0.03 -0.02 0.00
C -3.7910 3.3149 2.6772 0.00 0.01 0.01 0.00
H 3.5966 4.2941 3.1165 0.01 -0.02 -0.01 0.00
H -2.3874 -3.6223 2.6166 -0.04 -0.02 0.03 0.00
H 2.0077 -2.9367 2.2323 0.03 0.01 0.04 0.00
N -2.7474 0.7967 -2.3199 -0.61 0.11 0.78 -0.02
C -1.0235 -5.2320 0.4191 -0.19 0.00 -0.02 0.00
H -6.7876 -2.2903 -1.9310 -0.03 -0.04 0.00 0.00
H 1.6451 -4.4818 -2.5509 -0.01 0.00 -0.03 0.00
C 4.6028 -3.1786 -1.7976 0.01 -0.02 -0.03 0.00
Ge -0.1246 -1.2429 -0.7845 0.38 0.22 0.18 0.01
H 2.9364 -3.9598 -3.6501 0.01 0.01 0.01 0.00
H -2.4986 2.1413 -7.3385 -0.01 -0.02 0.01 0.00
H 5.6836 0.7905 0.1694 0.15 -0.23 0.02 0.00
H -0.3181 2.1175 -2.7186 -0.10 0.16 0.26 0.00
C -6.4786 -2.0706 -0.9093 0.08 -0.02 0.00 0.00
C -2.3846 -4.3904 -2.5889 -0.06 -0.02 0.02 0.02
C 2.5664 5.1333 -0.1759 -0.07 -0.08 -0.08 0.00
C 6.2739 2.2879 -2.0043 -0.08 -0.04 0.04 0.00
H -4.8697 -3.4577 -2.5916 0.03 0.07 -0.02 0.00
C 0.3890 3.7726 4.0099 -0.05 0.06 0.03 0.00
C -1.0584 -3.9107 -0.0136 -0.02 0.13 0.11 -0.02
C -2.4393 3.5965 2.4876 0.03 -0.02 0.07 0.00
H -2.7688 -5.4140 -2.6490 0.02 -0.02 0.02 0.00
C -2.4337 -3.3771 -0.2508 -0.07 0.04 -0.08 0.01
H -2.1701 4.8762 0.7927 0.04 -0.02 -0.02 0.00
H -5.9260 0.8827 3.5516 -0.04 0.12 0.01 0.00
H 3.1497 5.9467 -0.6116 0.00 -0.01 0.01 0.00
H -0.3342 4.0308 4.7758 -0.01 -0.03 0.00 0.00
C 3.3995 3.8842 -0.0773 -0.04 0.04 -0.01 0.00
H 4.9922 -3.1843 -2.8109 -0.01 -0.02 0.00 0.00
H 3.8774 1.3992 3.1327 -0.01 -0.05 -0.01 0.00
C -3.1484 -2.7729 0.7937 -0.01 -0.03 -0.05 0.00
H 5.6210 -2.8191 1.3915 0.01 0.04 0.04 0.00
H -4.5230 4.0400 2.3341 -0.01 -0.01 0.02 0.00
O -2.6135 1.9372 -4.9226 0.02 -0.64 0.40 0.04
C 1.3551 -3.8653 -0.0264 -0.53 -0.17 0.00 -0.01
H 2.8874 0.3944 2.0745 -0.01 -0.06 0.04 0.00
H 0.1875 -6.9013 0.9934 0.01 -0.01 -0.02 0.00
C -4.4514 -2.3514 0.5649 0.02 -0.10 0.11 0.00
C -3.0648 -3.6458 -1.4682 0.04 -0.03 -0.01 -0.01
H -1.5743 -2.1372 2.1337 -0.02 -0.07 0.06 0.00
H 4.5137 4.3649 -1.8384 0.02 0.00 0.02 0.00
H 7.1761 -2.6852 -2.0214 0.01 0.01 0.01 0.00
H -2.5900 -3.8969 -3.5399 0.01 0.00 0.00 0.00
C 3.8591 0.8844 2.1689 -0.13 -0.03 0.10 0.00
C 1.3444 -5.1950 0.4105 0.07 0.13 -0.05 0.00
C 2.5787 3.9204 3.0849 -0.05 -0.03 -0.06 0.00
H 7.2534 2.1490 -1.5411 0.01 -0.01 -0.03 0.00
N -4.3033 1.3963 -0.5689 -0.26 0.57 0.21 0.06
C -2.5425 -2.6369 2.1671 0.00 -0.07 -0.02 0.00
H 1.7602 -2.7987 -3.0358 -0.04 -0.02 -0.02 0.01
C -4.2211 2.1625 3.3120 -0.08 0.06 0.05 0.00
C -5.0785 -2.5653 -0.6599 -0.06 -0.01 0.02 0.00
O -0.1395 1.4826 -3.4738 -0.35 -0.11 -0.43 0.00
H -3.2014 -2.0545 2.8113 0.01 0.02 0.01 0.00
C -0.0377 3.0148 2.9201 0.00 -0.07 0.06 0.00
S -0.7773 -1.5248 -2.8842 -0.17 -0.14 -0.25 -0.01
H 6.3405 3.1170 -2.7087 0.00 -0.01 -0.01 0.00
C 0.1288 -3.1807 -0.2196 0.31 0.17 0.01 0.02
C -1.4904 2.6630 2.9154 -0.13 -0.01 0.14 0.00
H -0.2224 0.9703 4.7760 0.01 -0.02 0.02 0.00
C 0.8673 2.6530 1.9156 0.14 -0.25 -0.30 0.00
C 5.0472 1.6582 0.0965 -0.03 0.06 -0.13 0.00
H -1.3772 -0.3553 4.5315 -0.01 0.00 -0.01 0.00
H 2.1933 5.4457 0.7985 0.00 0.03 -0.01 0.00
C 1.6917 4.2198 4.1028 0.07 0.03 0.05 0.00
C 2.1820 3.1529 1.9895 -0.29 0.16 0.26 0.00
H -2.7143 5.7102 2.2554 0.01 -0.01 0.02 0.00
C 5.4731 -2.9866 -0.7371 0.09 0.01 0.07 0.00
I -0.5787 -0.3719 -6.2793 0.16 -0.08 -0.15 0.02
H 4.6289 0.1269 2.1580 0.23 -0.31 0.01 0.00
C -3.5057 1.0145 -1.4500 0.32 -0.27 -0.23 0.10
C 5.2159 2.5428 -0.9629 0.07 -0.01 0.02 0.00
C 3.2122 2.9441 0.9398 -0.19 0.33 -0.30 0.00
C 2.3504 -3.6799 -2.7744 0.00 0.09 0.04 -0.01
C -1.9099 1.4778 3.5402 0.11 -0.05 0.03 0.00
C 0.1704 -5.8742 0.6477 0.05 -0.24 0.09 0.00
Ge 0.1667 1.7114 0.2706 0.23 -0.08 -0.23 0.00
C 4.9514 -2.9696 0.5504 0.00 0.03 0.03 0.00
I -4.0450 -1.1013 -4.7952 0.12 0.01 0.14 -0.01
C -2.7451 3.1158 -6.9338 0.07 -0.01 0.21 0.00
C 4.0546 1.8463 1.0409 0.14 -0.21 -0.02 0.00
C 2.7445 -3.3979 -0.2898 -0.03 0.40 -0.25 0.00
S -1.2632 -0.0373 0.7192 0.07 0.15 -0.31 0.01
C -4.9848 0.8325 0.3849 0.07 -0.25 -0.17 -0.01
C -2.0618 4.9199 1.8775 0.00 -0.06 -0.11 0.00
C -4.3847 -3.2469 -1.6447 0.03 0.05 -0.04 0.00
N -5.6655 0.4038 1.2213 0.02 0.11 -0.26 0.03
C -2.5911 3.1297 -5.3813 0.13 0.28 -0.33 0.00
H -1.0276 5.1869 2.0865 0.00 0.02 -0.02 0.00
H -1.3059 -4.4344 -2.4575 0.00 -0.02 -0.03 0.00
C 3.2454 -3.4016 -1.5972 -0.08 0.04 0.02 0.00
C -3.2627 1.2438 3.7260 0.00 0.02 -0.04 0.00
H -6.5281 -0.9919 -0.7592 -0.06 -0.05 0.02 0.00
H 2.0102 4.8149 4.9511 -0.01 0.00 0.00 0.00
C 3.5966 -3.1669 0.7905 0.07 0.07 0.06 0.00
```
Positions in Å, forces in eV/Å.